The following is a DFT calculation (the ωB97M-V functional and the def2-TZVPD basis) of a 15-piece molecular cluster, C60H150O30 overall in a non-equilibrium geometry.

Geometry as XYZ:
```
240
Properties=species:S:1:pos:R:3:forces:R:3:mulliken_charge:R:1
C 3.272281 4.598829 3.572677 -0.404 0.412 0.216 -0.5096
O 2.224549 5.102484 4.424912 -0.704 0.323 -1.076 -0.4056
C 1.309621 5.994248 3.692259 0.684 -1.018 0.205 -0.7348
C 0.400561 5.278917 2.693523 0.839 0.510 -0.726 0.1071
O 1.166225 5.058158 1.483771 -0.754 -0.444 0.621 -0.4684
C 0.628876 3.958738 0.768062 0.134 -0.020 0.147 -0.3027
H 2.896809 3.876108 2.832240 0.095 0.259 0.196 0.1256
H 3.990061 4.112130 4.228121 0.020 -0.046 0.062 0.2315
H 3.782019 5.431438 3.045421 -0.267 -0.369 0.147 0.3033
H 1.981194 6.684358 3.178187 -0.421 0.397 -0.161 0.3773
H 0.669597 6.498238 4.416053 0.318 0.006 0.220 0.3393
H -0.467178 5.894708 2.374045 0.223 -0.296 0.685 0.2815
H 0.066647 4.331423 3.141508 -0.064 0.115 -0.185 0.0811
H 0.812410 3.022429 1.314787 -0.077 0.030 -0.072 0.0158
H 1.180249 3.917224 -0.165863 -0.171 -0.105 -0.228 0.2015
H -0.463252 4.039003 0.595921 0.443 0.116 -0.035 0.3726
C -1.676604 0.130747 7.665371 -0.085 0.500 -0.277 -0.7159
O -3.016095 -0.102301 7.309006 -0.804 0.589 0.672 -0.0418
C -3.872843 0.731962 8.102099 0.218 0.473 -0.197 -0.3443
C -5.307637 0.462087 7.743114 -0.439 -0.257 -0.768 -0.7317
O -5.670131 1.039095 6.476504 0.290 -0.987 -0.041 -0.4669
C -5.313797 0.180374 5.363800 0.343 0.498 0.529 -0.1043
H -1.507888 -0.148104 8.709110 0.281 -0.325 -0.081 0.3799
H -1.470273 1.210853 7.597222 0.212 -0.140 -0.110 0.3307
H -1.074579 -0.410433 6.935910 0.280 -0.038 0.372 0.0724
H -3.705707 1.812514 7.880860 0.245 -0.497 0.005 0.1831
H -3.658740 0.610239 9.183340 -0.177 -0.256 -0.355 0.4468
H -6.003938 0.875189 8.470648 0.161 0.188 0.142 0.4100
H -5.479849 -0.623723 7.708809 0.022 0.091 0.042 0.2861
H -4.237582 0.267547 5.162383 -0.165 -0.166 0.039 -0.0955
H -5.851790 0.510281 4.482522 -0.264 0.028 0.030 0.2579
H -5.547096 -0.871980 5.586101 -0.062 0.247 -0.069 0.2008
C -2.927270 -3.324985 5.586598 1.396 -0.188 0.075 0.0899
O -3.067616 -4.663003 6.057150 -2.445 0.719 -0.570 -0.4702
C -4.458233 -4.980816 5.739342 0.816 -1.284 0.058 -0.1043
C -4.829404 -6.331998 6.343081 0.664 -0.218 0.314 -0.6877
O -3.939720 -7.392105 5.941737 -1.465 0.917 -0.253 -0.3793
C -3.812376 -7.493601 4.541674 0.891 -0.708 0.101 -0.5673
H -3.498266 -2.592525 6.170558 -0.072 -0.167 -0.134 0.2301
H -3.159668 -3.275208 4.515661 -0.256 0.141 0.116 -0.1042
H -1.862914 -3.093057 5.678933 -0.074 0.176 0.074 0.1979
H -4.570537 -5.043305 4.642128 0.118 0.105 0.201 0.1797
H -5.188287 -4.229871 6.055938 0.305 0.200 0.368 0.3008
H -5.903301 -6.532415 6.107966 0.668 -0.147 0.015 0.3178
H -4.678990 -6.341284 7.428556 -0.355 0.353 -0.144 0.3638
H -4.728146 -7.452784 3.944152 -0.286 0.108 0.363 0.2949
H -3.380486 -8.487874 4.428073 0.100 0.068 -0.475 0.3461
H -3.107790 -6.745376 4.164125 -0.029 -0.070 -0.046 0.1645
C 1.911041 -5.798839 -5.798007 0.688 -0.325 -0.247 -0.7739
O 1.251162 -4.577415 -5.703450 -0.118 0.892 -0.133 -0.2990
C 2.119489 -3.474716 -5.926563 0.182 0.690 -0.212 -0.3930
C 1.332288 -2.179331 -5.938084 -0.303 0.265 0.375 -1.0069
O 0.880280 -1.859202 -4.633424 -0.759 -0.540 0.082 0.3462
C -0.393403 -2.465175 -4.409078 -0.253 0.489 0.460 -0.6615
H 2.347781 -5.913731 -6.808669 -0.181 -0.203 0.296 0.3076
H 1.197212 -6.596431 -5.586759 0.056 0.083 -0.121 0.2365
H 2.738200 -5.857972 -5.074119 -0.069 -0.067 -0.029 0.3120
H 2.648861 -3.524032 -6.898519 -0.069 -0.440 0.318 0.4515
H 2.856079 -3.382202 -5.102991 -0.081 -0.251 -0.382 0.1389
H 0.458987 -2.212281 -6.598877 0.131 -0.315 -0.170 0.5697
H 1.893192 -1.299961 -6.250282 0.628 -0.315 -0.181 0.3026
H -0.795129 -1.991199 -3.510934 -0.051 -0.093 0.014 0.0184
H -0.372505 -3.557411 -4.268770 0.253 0.381 -0.160 0.1365
H -1.055630 -2.217913 -5.251048 -0.013 -0.149 0.196 0.3748
C -5.723202 2.456951 -7.632993 0.104 0.070 0.019 -0.7541
O -4.540874 2.480731 -6.854984 -1.294 0.009 -0.016 -0.2405
C -3.713760 3.482965 -7.344224 1.386 -0.041 -0.198 -0.6237
C -2.474614 3.434978 -6.474184 0.398 -0.170 -0.261 -0.2256
O -1.772665 2.225949 -6.780409 0.911 0.768 1.293 -0.4737
C -0.579519 2.168763 -5.933261 -0.767 -0.075 -0.952 -0.1292
H -6.287182 1.559700 -7.392074 -0.004 0.010 0.046 0.2389
H -5.413609 2.439054 -8.680116 -0.334 -0.129 -0.244 0.3273
H -6.354101 3.354597 -7.475365 0.258 -0.301 0.063 0.2777
H -4.188918 4.478875 -7.348755 0.041 -0.180 0.149 0.3743
H -3.409577 3.227078 -8.382794 -0.139 0.289 0.274 0.3221
H -2.797124 3.431320 -5.418609 0.170 0.073 -0.172 0.2724
H -1.776125 4.275934 -6.648068 -0.460 -0.025 0.052 0.1990
H -0.076386 1.259720 -6.234875 0.192 -0.188 0.069 0.1225
H -0.852353 2.102751 -4.869013 -0.004 0.127 -0.214 0.1277
H 0.108631 3.015945 -6.117279 -0.464 -0.250 0.134 0.1503
C 0.316757 5.618838 -3.216763 0.347 -0.479 -0.377 -0.7334
O 0.800824 5.530864 -4.567641 -0.499 1.297 0.628 0.0554
C 0.992711 6.844140 -5.115568 0.372 -0.537 -0.148 -0.6752
C 2.053635 7.680107 -4.379997 -0.264 0.152 -0.241 -0.6429
O 3.313354 7.056086 -4.292721 0.594 0.378 -1.162 -0.3057
C 4.111920 7.324967 -5.465787 -0.662 -0.060 0.580 -0.7384
H -0.502405 6.344424 -3.127315 -0.001 -0.183 -0.082 0.3994
H 1.118915 5.917554 -2.527502 -0.151 -0.151 -0.092 0.2689
H -0.027298 4.608785 -2.968200 -0.018 0.308 0.116 0.0751
H 0.067117 7.446301 -5.160538 -0.001 -0.348 0.257 0.4620
H 1.264050 6.629555 -6.156124 0.219 0.303 0.141 0.2514
H 1.774051 7.870196 -3.339911 -0.274 0.044 -0.193 0.4267
H 2.120442 8.664893 -4.904056 0.003 -0.485 0.341 0.3414
H 4.189321 8.405273 -5.644472 -0.014 -0.087 0.111 0.3797
H 3.689464 6.862513 -6.369271 0.070 -0.033 0.186 0.2856
H 5.094116 6.927444 -5.260715 0.238 -0.131 -0.048 0.2354
C 1.551620 1.320127 5.204177 -0.283 -0.652 0.154 -0.3111
O 1.755429 -0.080871 5.515106 0.342 1.004 -0.771 -0.2527
C 2.847575 -0.591249 4.721349 -0.569 -0.159 -0.484 0.0799
C 4.232728 -0.234800 5.181337 0.176 0.456 0.860 -0.4734
O 4.701368 -0.776619 6.421122 -0.587 -0.043 -0.492 -0.4354
C 3.997897 -0.238595 7.523020 0.090 0.478 0.419 -0.4804
H 1.342956 1.471461 4.129531 0.189 -0.186 0.192 0.0605
H 2.413812 1.927900 5.488149 -0.077 0.022 -0.013 0.3705
H 0.669947 1.678735 5.743205 0.210 -0.219 0.126 0.0367
H 2.787993 -0.117196 3.718510 -0.113 -0.378 0.155 0.0025
H 2.715112 -1.667135 4.583934 -0.085 0.164 0.218 0.2463
H 4.217383 0.862285 5.278011 0.499 0.000 -0.100 0.2638
H 4.932591 -0.544050 4.402359 -0.038 0.047 0.126 0.1066
H 4.039304 0.868190 7.496480 -0.081 -0.246 -0.052 0.2256
H 4.505168 -0.542330 8.444669 -0.037 -0.149 -0.252 0.3018
H 2.940774 -0.532306 7.567196 0.296 -0.065 -0.107 0.1481
C 3.941484 -0.993704 -3.173582 -1.172 -0.576 2.019 -0.5567
O 4.855147 -0.810293 -4.165872 0.112 -0.273 -1.026 -0.1134
C 6.108008 -0.697738 -3.586483 1.444 0.128 -0.113 -0.5294
C 7.019904 0.015385 -4.559082 0.370 -0.020 -0.772 -0.1739
O 7.232619 -0.876232 -5.674116 -0.157 0.757 -0.148 -0.3235
C 7.877467 -0.153926 -6.718507 0.449 0.609 0.649 -0.5826
H 2.943696 -1.144024 -3.553293 -0.276 0.037 -0.387 -0.4202
H 3.936522 -0.146507 -2.464894 -0.164 0.137 -0.194 0.4994
H 4.170518 -1.863151 -2.515863 0.019 0.047 -0.423 0.5441
H 6.629718 -1.667317 -3.457185 -0.656 -0.026 0.340 0.2961
H 5.943427 -0.214493 -2.600830 0.859 0.091 -0.426 0.3831
H 8.011013 0.254329 -4.150843 -0.163 -0.039 0.380 0.4384
H 6.598546 0.954828 -4.941313 -0.211 -0.096 0.147 -0.1100
H 8.871577 0.173974 -6.374006 -0.007 -0.122 -0.083 0.3100
H 7.349843 0.767806 -6.988885 -0.309 -0.128 0.083 0.1283
H 8.013701 -0.732145 -7.618667 -0.191 -0.589 -0.002 0.2828
C -3.844657 7.330154 3.001234 -0.733 0.444 -0.699 -0.8944
O -3.229786 6.246629 3.587248 0.598 -0.441 0.316 -0.0972
C -4.131121 5.521707 4.368218 -0.656 -0.565 -0.339 -0.7336
C -3.380343 4.534560 5.155422 1.651 -1.791 0.296 -0.5065
O -2.899671 3.484448 4.248125 -0.239 0.759 0.816 -0.0820
C -2.203315 2.469294 4.954112 -0.347 0.533 0.307 0.3650
H -4.246524 7.977237 3.787084 0.225 0.533 -0.165 0.3432
H -4.716221 7.014354 2.410426 0.038 -0.013 -0.147 0.3550
H -3.134911 7.809824 2.318098 -0.166 0.160 0.407 0.2083
H -4.799991 4.907205 3.738213 -0.101 0.446 -0.093 0.2789
H -4.764299 6.157025 5.012540 0.314 0.038 -0.105 0.4536
H -3.988020 4.048422 5.913214 -0.451 -0.029 0.133 0.2763
H -2.512425 4.966495 5.694203 -0.244 0.033 -0.374 0.3087
H -2.856780 1.987091 5.711148 0.276 0.059 -0.427 -0.4354
H -1.332516 2.892138 5.474394 -0.006 -0.023 0.002 0.5605
H -1.845260 1.749626 4.222986 -0.123 -0.110 -0.001 -0.4299
C 1.601515 -4.468529 -1.868292 0.061 0.187 0.033 -0.5085
O 1.892413 -5.413919 -0.868531 -0.667 0.168 0.578 0.0642
C 1.713810 -6.724565 -1.363640 0.993 0.110 -0.432 -0.3673
C 2.491128 -7.688939 -0.478023 0.408 -0.462 -0.391 -0.7100
O 3.901993 -7.533739 -0.616503 0.525 0.159 0.432 -0.4514
C 4.494708 -6.554883 0.235279 -1.154 0.417 0.131 -0.5311
H 2.327429 -4.588301 -2.679555 -0.173 0.139 -0.243 0.2936
H 1.705509 -3.464145 -1.451213 -0.021 -0.119 0.008 -0.1523
H 0.578383 -4.590248 -2.245494 0.108 0.032 -0.096 0.2736
H 2.201352 -6.687234 -2.351610 -0.139 -0.661 -0.021 0.2275
H 0.658761 -7.011133 -1.526337 0.172 0.162 0.378 0.3719
H 2.355341 -8.719566 -0.847123 -0.456 0.355 0.281 0.3722
H 2.190743 -7.614547 0.581112 -0.001 -0.004 -0.288 0.3080
H 4.127067 -5.580340 -0.076239 0.262 0.313 0.007 0.1162
H 5.577625 -6.564256 0.248607 0.137 -0.442 -0.529 0.3744
H 4.170600 -6.670107 1.274948 -0.082 -0.275 0.060 0.2904
C 2.174656 -4.334395 2.647689 -0.234 -0.565 -0.114 -0.6091
O 2.489880 -2.983629 2.604692 0.077 1.045 0.101 0.0825
C 3.061605 -2.562664 1.374473 -0.379 0.048 0.912 0.0092
C 4.562361 -2.782601 1.312882 -0.343 -0.013 -0.628 -0.5541
O 5.176064 -1.969143 2.277916 1.305 0.598 -0.515 -0.1099
C 6.601206 -2.012794 2.058426 -0.326 -0.957 0.690 -0.8314
H 3.081406 -4.930575 2.528673 -0.003 -0.323 0.084 0.1660
H 1.483972 -4.591888 1.824449 0.065 -0.110 0.291 0.0943
H 1.719913 -4.539790 3.628473 0.126 0.000 -0.399 0.2836
H 2.883815 -1.479533 1.339742 0.111 -0.154 -0.128 0.1786
H 2.485000 -3.036429 0.575240 0.413 -0.087 -0.323 -0.1014
H 4.859450 -2.485961 0.274655 0.123 -0.288 0.551 0.2680
H 4.900354 -3.810098 1.526407 -0.419 -0.032 -0.436 0.3522
H 7.105185 -1.514195 2.881329 -0.180 0.244 0.041 0.2650
H 6.927191 -1.578602 1.105433 -0.335 0.008 0.045 0.2777
H 6.927804 -3.079266 2.103570 -0.090 0.578 -0.205 0.3144
C -2.882683 -4.604672 1.896203 -0.272 -0.229 -0.856 0.7646
O -3.849920 -4.696241 0.833680 1.402 0.392 -0.357 -0.5200
C -3.341153 -3.957286 -0.320349 -0.697 -0.246 0.975 0.7613
C -4.466694 -3.980776 -1.333585 1.111 -0.923 0.131 -0.9310
O -5.501333 -3.143137 -0.942131 0.169 0.387 0.324 0.0142
C -6.565335 -3.347804 -1.803610 -0.957 -0.020 -0.724 -0.9389
H -3.283523 -5.136759 2.752384 -0.068 0.078 0.069 -0.6280
H -2.714551 -3.548895 2.116917 0.140 0.039 0.256 -0.3567
H -1.917539 -5.072080 1.611042 -0.373 0.201 0.052 0.3023
H -2.438189 -4.427079 -0.737186 -0.135 -0.086 0.140 0.3265
H -3.074032 -2.962171 0.059483 -0.039 0.064 -0.439 -0.5787
H -4.803290 -5.032745 -1.273373 -0.093 0.161 -0.385 0.3466
H -4.121002 -3.791784 -2.381830 -0.168 0.125 0.668 0.4073
H -6.267307 -3.071069 -2.826830 -0.212 -0.109 0.011 0.3625
H -7.427357 -2.741202 -1.517927 0.226 0.075 0.142 0.2276
H -6.882301 -4.403187 -1.796856 0.048 0.137 -0.064 0.3398
C 2.871414 1.702498 -4.987829 0.221 0.657 0.034 0.0539
O 2.653808 2.461875 -6.172570 0.446 0.749 0.227 -0.3131
C 3.232267 3.810122 -6.119286 -0.271 -1.935 -0.463 -0.2918
C 4.777818 3.757006 -6.089529 -0.416 0.066 -0.507 -0.7778
O 5.339318 2.941373 -7.136168 0.091 0.251 1.632 -0.2231
C 4.936295 3.296471 -8.406437 -0.339 0.784 -1.037 -0.7494
H 3.886513 1.300535 -4.930374 -0.026 -0.021 -0.133 0.0901
H 2.170880 0.870591 -4.982405 -0.106 -0.025 -0.057 -0.3188
H 2.708722 2.320697 -4.083594 -0.102 -0.142 -0.232 0.3332
H 2.781121 4.302910 -5.266275 0.305 0.426 0.339 0.2551
H 2.832346 4.284493 -7.031136 0.389 -0.057 0.305 0.3352
H 5.153819 3.333491 -5.147490 -0.182 0.128 -0.296 0.2652
H 5.138480 4.801961 -6.177708 0.032 -0.415 -0.006 0.3919
H 5.000362 4.392234 -8.581589 -0.074 -0.283 0.176 0.3120
H 3.909921 2.975620 -8.620282 0.073 -0.013 -0.035 0.2273
H 5.614298 2.845893 -9.128787 -0.007 -0.222 0.055 0.2644
C -3.779563 1.375764 1.712066 -0.195 -0.551 -0.012 0.3380
O -4.660653 0.982703 0.669484 -0.125 -0.262 0.042 -0.5785
C -4.825187 -0.418851 0.478498 -0.439 -0.358 1.657 0.2094
C -5.333124 -1.214336 1.765801 -0.982 1.520 -0.521 0.2824
O -6.566513 -0.605550 2.279074 1.704 -0.796 0.019 -0.3049
C -7.665349 -0.832787 1.444214 0.020 0.160 0.048 -0.7593
H -4.199597 1.156831 2.711983 0.152 0.115 -0.346 0.0464
H -3.587956 2.446064 1.636384 -0.169 -0.078 -0.070 0.2220
H -2.847931 0.828191 1.573883 0.262 0.020 0.285 -0.2488
H -3.911184 -0.954593 0.218630 0.390 0.339 -0.334 -0.5035
H -5.536952 -0.478963 -0.346123 0.125 -0.321 0.162 0.4004
H -4.616777 -1.177770 2.600673 -0.107 0.244 -0.341 -0.6935
H -5.491867 -2.277332 1.528738 -0.051 0.258 -0.204 0.7192
H -7.544910 -0.306436 0.487221 -0.205 -0.136 0.056 0.2818
H -8.508558 -0.412121 1.994101 -0.182 -0.169 -0.295 0.2709
H -7.799007 -1.910629 1.269760 -0.167 0.144 -0.063 0.2826
C -1.226697 -1.106261 3.215661 0.677 0.587 -0.603 0.5555
O -1.318028 -1.027241 1.788772 -0.236 -1.145 0.576 0.0673
C -0.346347 -0.185014 1.254120 0.775 0.086 0.305 0.8185
C -0.407517 -0.252829 -0.255734 -0.015 -0.217 0.994 -0.1780
O 0.142945 0.943054 -0.713399 0.443 0.159 -0.636 -0.2053
C 0.303109 0.856189 -2.122393 -0.639 0.077 0.376 -0.0597
H -0.974322 -0.092929 3.556436 0.017 -0.226 0.375 -0.3118
H -0.435466 -1.809075 3.568984 -0.548 0.353 -0.335 0.1212
H -2.210024 -1.352910 3.583142 -0.210 -0.300 0.209 -0.6170
H 0.666528 -0.427753 1.647672 -0.406 0.060 -0.191 -0.5161
H -0.591629 0.840660 1.559899 0.240 0.183 -0.118 0.0188
H -1.473083 -0.365824 -0.469933 -0.182 0.127 -0.558 0.1019
H 0.134117 -1.110434 -0.685790 -0.089 -0.013 0.226 -0.1032
H 0.686634 1.800518 -2.492168 0.038 0.095 -0.033 -0.0936
H -0.701527 0.660552 -2.516310 0.208 0.053 -0.538 0.3149
H 0.971439 0.035729 -2.395754 0.061 -0.013 -0.085 0.0121
```
Positions in Å, forces in eV/Å.

Its energy above the lowest of the compared OMol25 structures with the same formula, charge and spin is 13.9 kcal per mole. Its net charge is 0. The calculation puts the LUMO energy at 0.5 eV. The value obtained for the HOMO energy is -8.99 eV.